Entry 1:
Entry from OMol25: C18H16AuN5O4 as an isolated structure (ωB97M-V with the def2-TZVPD basis set).

The value obtained for the highest occupied orbital energy (alpha / beta) is -0.3030 / -0.3303 hartree. As for the orbital gap (alpha / beta): 7.599 / 5.734 eV. As for the energy relative to the best compared isomer or geometry (same formula, charge and spin): 74.8 kJ/mol. The spin multiplicity is 3.

Geometry (Å):
H -0.139 -2.965 -2.390
H -0.367 3.156 2.476
H -1.287 1.383 -4.932
C 0.338 -1.479 1.998
N 3.286 1.006 3.066
C 0.751 -2.122 0.722
C -1.983 1.237 -1.100
C 0.504 -2.897 -1.568
H 1.966 -4.307 -2.368
C -1.390 3.641 0.416
C 2.724 1.538 2.062
H -3.960 0.449 -1.564
C -2.234 1.228 0.419
N 2.206 2.133 1.198
H -1.992 0.219 0.882
O -0.530 -0.617 2.152
C -2.726 0.977 -3.342
C 3.149 -0.301 3.091
O 4.069 -4.344 0.941
C -0.436 1.694 -2.930
H 0.845 -1.828 2.889
H 2.338 -3.120 1.807
Au 0.580 1.967 -0.157
N -1.131 2.332 0.922
C 1.868 -2.936 0.796
O 3.380 -5.644 -0.640
H -0.426 1.499 2.714
C -1.006 2.356 2.400
H -2.062 2.381 2.868
H -3.545 0.999 -4.079
N 3.085 -1.459 3.130
O -1.037 -1.426 -0.623
H -0.433 4.264 0.566
H -2.173 4.087 1.015
C 0.048 -2.039 -0.532
C 1.621 -3.669 -1.528
C 2.307 -3.619 -0.320
C -0.726 1.588 -1.603
H 0.571 1.981 -3.166
N 3.367 -4.575 -0.013
C -3.014 0.813 -1.951
C -1.467 1.397 -3.807
H -1.695 3.486 -0.606
H -3.243 1.539 0.688

These are the Mulliken partial charges, in e, on atoms 1 to 5: H 0.561; H 0.483; H 0.297; C -0.752; N -0.688


Entry 2:
Entry from OMol25: an isolated molecule of C18H16BClN2O5 (ωB97M-V with the def2-TZVPD basis set).

The value obtained for the highest occupied orbital energy is -0.3277 hartree. As for the orbital gap: 8.661 eV. As for the energy relative to the best compared isomer or geometry (same formula, charge and spin): 0.0 kJ/mol.

Geometry (Å):
H -4.714 -1.759 0.864
C 0.592 1.888 -0.104
H -0.757 -3.446 -0.822
B -0.174 1.082 3.653
O -1.551 1.029 3.891
C -2.277 -1.320 -0.148
H -1.190 2.218 1.010
H 2.671 1.476 4.205
C -4.100 -1.266 1.619
N 3.989 2.577 -4.238
C 2.535 1.249 1.237
H 2.519 -0.233 3.763
C 1.938 1.490 -0.007
C 1.460 0.228 -4.477
N 1.075 -0.285 -1.763
H -1.972 0.926 2.999
C 0.393 -0.986 -2.691
H 3.583 1.093 1.299
C 0.321 1.445 2.220
C -3.001 -0.571 0.919
C 2.253 0.850 -3.512
O 0.860 0.725 4.520
C 1.694 1.174 2.327
H -0.570 -1.899 1.112
C -0.785 -1.499 0.108
O -0.502 -1.991 -2.267
H -0.335 -0.491 0.003
H -4.751 -0.555 2.148
H 1.564 0.424 -5.541
H -2.724 -2.309 -0.264
C 0.570 -0.716 -4.036
H 0.818 -2.662 -0.790
Cl -0.271 -1.572 -5.213
H -2.395 -0.828 -1.113
C 3.262 1.757 -3.896
H -3.777 -2.031 2.322
C -0.194 1.857 1.026
C 2.033 0.742 3.733
C 1.982 0.600 -2.154
C -0.258 -2.470 -0.927
O 2.698 1.301 -1.165
O -2.697 0.572 1.195
H 0.188 2.189 -1.041

These are the Mulliken partial charges, in e, on atoms 1 to 5: H 0.423; C -0.519; H 0.470; B 0.775; O -0.804


Entry 3:
Entry from OMol25: C18H16BrGaN4O5Se as an isolated structure (ωB97M-V with the def2-TZVPD basis set).

The value obtained for the highest occupied orbital energy is -0.3562 hartree. As for the orbital gap: 9.361 eV. As for the energy relative to the best compared isomer or geometry (same formula, charge and spin): 49.9 kJ/mol.

Geometry (Å):
O -2.022 -2.319 -0.156
C 0.485 -0.161 -4.506
H -2.251 -1.265 2.144
C -0.536 -1.091 -4.396
N 0.123 -1.444 -2.135
C -1.733 1.463 -0.770
Se -1.760 -4.021 -0.227
H -1.577 -2.249 -2.949
N 1.705 -1.264 -0.070
H 1.177 1.288 0.573
Br -2.989 0.314 -1.648
C -1.148 -0.436 3.788
H 0.236 0.319 5.284
H 1.798 3.123 1.747
H 2.258 0.687 -3.569
O -2.245 -4.684 1.149
C 0.248 1.741 0.246
H 0.446 0.432 -5.352
H 0.738 4.480 2.020
C 0.041 3.054 0.588
H 1.738 4.383 0.520
H -2.008 -0.368 4.490
O 3.038 0.295 -1.066
H 2.881 -0.244 1.266
H 2.816 -1.976 1.540
C 1.416 -0.010 -3.477
Ga -0.133 -1.950 -0.218
C 0.092 -0.098 4.257
H 2.200 -0.045 3.697
H -1.241 -1.238 -5.246
N -0.213 -1.221 1.767
C -1.312 -0.950 2.538
H -2.948 3.261 -0.880
C 1.138 3.822 1.242
O -2.250 -4.603 -1.702
C -0.740 -1.639 -3.146
C 1.214 -0.682 -2.321
C 2.210 -1.110 1.278
O -0.023 -3.881 -0.267
C 2.108 -0.499 -1.057
H -1.333 4.671 0.164
N -0.630 0.883 -0.341
C 1.170 -0.284 3.437
C 0.995 -0.874 2.190
C -2.030 2.795 -0.540
C -1.148 3.598 0.114

These are the Mulliken partial charges, in e, on atoms 1 to 5: O -0.583; C -0.342; H 0.565; C -0.754; N 0.355


Entry 4:
Entry from OMol25: a 2-piece molecular cluster, C18H16Cl2O2S overall (ωB97M-V with the def2-TZVPD basis set).

The value obtained for the highest occupied orbital energy is -0.2001 hartree. As for the orbital gap: 2.530 eV. As for the energy relative to the best compared isomer or geometry (same formula, charge and spin): 0.0 kJ/mol.

Geometry (Å):
H -2.517 -7.184 -2.847
Cl 0.922 -2.281 1.093
C -0.608 2.712 2.889
H -1.457 -6.798 -5.077
H 1.627 -2.038 4.843
Cl 0.450 5.672 0.432
H -0.047 -2.947 -3.712
O -0.808 -1.639 -1.681
S -1.068 -2.873 -0.973
C 0.606 1.989 3.058
O -2.295 -3.030 -0.223
C -1.171 -4.120 -2.292
H 2.766 0.641 4.440
C 1.714 3.573 1.555
H -1.509 2.373 3.402
C 1.909 0.028 4.124
C 0.505 4.273 1.416
H 2.181 -0.914 6.103
H 2.703 1.899 2.474
C -0.675 -4.857 -4.532
C -0.573 -3.884 -3.531
H 2.207 -0.473 3.192
C 1.519 -1.016 5.232
H -2.344 -5.446 -1.070
C 1.763 2.443 2.360
H -0.490 -1.196 6.307
H 0.654 -4.351 -0.056
C -1.372 -6.045 -4.292
C -0.657 3.838 2.076
H -0.213 -4.676 -5.503
C -0.351 0.397 4.788
H 2.605 3.918 1.036
C -1.966 -6.266 -3.046
H -1.585 4.390 1.948
C -1.871 -5.298 -2.041
C 0.091 -0.667 5.555
H -1.345 0.843 4.833
C 0.672 0.855 3.925
C 0.293 -3.328 -0.017

These are the Mulliken partial charges, in e, on atoms 1 to 5: H 0.349; Cl -0.145; C -0.427; H 0.357; H 0.293


Entry 5:
Entry from OMol25: an isolated molecule of C18H16ClF4N3O (ωB97M-V with the def2-TZVPD basis set).

The value obtained for the highest occupied orbital energy is -0.2902 hartree. As for the orbital gap: 8.378 eV.

Geometry (Å):
H -1.852 -2.135 3.455
C -2.052 -1.077 -0.363
N -0.087 0.103 0.478
F 5.950 3.825 -4.252
F 6.490 1.747 -4.181
C -5.194 -2.336 3.395
C 0.848 1.429 -1.357
H -0.564 -2.885 1.997
C -3.039 -2.073 1.651
H -4.548 -2.101 0.114
C 6.004 2.751 -3.440
H -0.519 -0.398 2.450
N -1.986 -2.002 0.746
C -3.910 -2.304 3.901
C -0.616 -2.163 1.184
C 2.187 1.842 -1.878
H -1.478 -1.496 -1.197
H -2.032 0.698 0.867
Cl 2.479 3.407 0.319
H 0.330 0.883 -2.145
H -3.750 -2.375 4.965
C 0.011 -0.823 1.592
O 2.146 0.218 0.273
N 2.576 1.317 -3.026
C 1.042 0.522 -0.132
C 4.273 3.012 -1.643
C -1.449 0.286 0.034
F -6.242 -2.455 4.242
C 3.770 1.599 -3.509
H 4.938 3.668 -1.100
F 6.928 3.032 -2.511
C -5.427 -2.252 2.034
C 3.014 2.710 -1.154
H -1.503 0.976 -0.804
H -6.437 -2.295 1.659
H 1.067 -0.945 1.837
H -0.049 -2.566 0.337
H 0.274 2.310 -1.062
C 4.661 2.436 -2.847
H 4.025 1.135 -4.451
C -4.355 -2.129 1.175
C -2.843 -2.169 3.033
H -3.081 -0.931 -0.684

These are the Mulliken partial charges, in e, on atoms 1 to 5: H 0.272; C -0.878; N 0.027; F -0.250; F -0.265


Entry 6:
Entry from OMol25: an isolated molecule of C18H16ClN5O5S (ωB97M-V with the def2-TZVPD basis set).

The value obtained for the highest occupied orbital energy is -0.3462 hartree. As for the orbital gap: 9.033 eV.

Geometry (Å):
H 0.015 -1.703 -1.769
H -0.232 3.697 0.461
H -2.989 -2.098 4.409
C 1.045 0.230 0.391
C 0.643 -1.362 -2.578
Cl -0.901 0.831 -2.670
N 0.651 -0.982 0.773
C -3.129 4.676 1.910
C -1.167 3.644 0.996
C 0.405 -0.158 -3.219
O -0.925 -2.221 1.750
H -2.435 -3.386 2.350
N 2.223 0.373 -0.282
O 4.430 -3.039 -2.018
C -2.810 2.313 2.155
H 2.037 -1.966 0.239
H -1.593 5.732 0.857
N 0.366 1.349 0.601
C 1.723 -2.139 -2.980
H -3.724 5.561 2.083
H -4.502 3.374 2.911
O 3.108 -4.341 -0.416
C -0.529 -1.019 1.397
O 1.973 -3.300 -2.278
C 3.048 -0.599 -0.855
H -1.789 -0.872 3.978
N -1.282 0.040 1.641
C 2.548 -1.727 -4.015
H 2.925 -0.192 -5.447
C -2.170 -2.331 2.441
C -1.930 4.773 1.220
C -3.567 3.446 2.376
C 2.283 -0.524 -4.648
H -2.917 -1.712 1.936
H -3.136 1.347 2.509
S 3.237 -3.234 -1.286
C 1.219 0.271 -4.254
C -2.044 -1.926 3.903
H 2.426 1.322 -0.573
N 2.841 -1.867 -0.396
H 3.399 -2.330 -4.282
C -0.800 1.211 1.225
O 3.873 -0.271 -1.664
C -1.602 2.405 1.464
H 1.027 1.216 -4.736
H -1.269 -2.514 4.388

These are the Mulliken partial charges, in e, on atoms 1 to 5: H 0.600; H 0.462; H 0.354; C 0.353; C -0.535


Entry 7:
Entry from OMol25: an isolated molecule of C18H16F3IN2O2 (ωB97M-V with the def2-TZVPD basis set).

The value obtained for the highest occupied orbital energy is -0.2919 hartree. As for the orbital gap: 8.285 eV.

Geometry (Å):
H -3.505 0.924 -2.244
C -2.288 -1.564 0.914
H -2.448 -0.365 -4.826
H 4.641 -2.308 2.707
F -1.490 -2.180 4.396
F 0.764 -0.967 3.599
O -0.228 0.358 -1.307
C 2.348 -0.119 1.520
H -3.968 2.832 -3.797
H 2.303 2.399 0.148
C -0.034 -0.753 1.360
C 4.360 1.021 2.150
C 3.074 1.073 1.637
O -1.586 -1.090 -3.200
C -2.420 -1.972 2.223
H 1.479 2.489 1.701
H -1.058 1.746 -3.937
N 1.064 -0.068 0.965
H 4.925 1.934 2.257
H 3.085 3.207 1.511
C -0.204 -1.191 2.690
C -2.718 -0.431 -3.770
H 2.359 -2.244 1.789
C 4.203 -1.367 2.414
H -1.757 2.686 -2.564
H -2.144 -2.145 -1.564
H 0.954 0.410 0.069
C 2.453 2.371 1.227
H -3.141 -1.679 0.264
C -1.109 -0.980 0.462
C -1.368 -1.799 3.121
H -3.606 -1.072 -3.664
C -1.944 2.009 -3.382
C 2.920 -1.328 1.901
N -1.699 -1.277 -1.829
H -3.254 1.903 -5.172
C -0.956 -0.556 -0.957
C -3.247 2.093 -4.109
F -3.573 -2.526 2.638
C 4.911 -0.187 2.535
C -2.977 0.938 -3.190
I 6.879 -0.226 3.313

These are the Mulliken partial charges, in e, on atoms 1 to 5: H 0.342; C -0.717; H 0.298; H 0.372; F -0.288


Entry 8:
Entry from OMol25: an isolated molecule of C18H16FN3 (ωB97M-V with the def2-TZVPD basis set).

The value obtained for the highest occupied orbital energy is -0.2908 hartree. As for the orbital gap: 7.620 eV.

Geometry (Å):
C 0.377 0.483 -3.817
C 1.779 0.374 4.806
C -0.757 2.449 -2.893
N 1.176 -0.368 -3.692
C 1.011 1.210 0.635
F 2.735 -4.168 4.131
C -0.164 2.114 -1.575
C -0.005 -0.993 2.024
C -0.531 1.573 -3.952
H -2.517 3.786 -2.304
C 1.106 -0.310 2.558
C -0.751 1.035 -0.937
C 1.498 2.343 0.075
C 2.404 -3.000 3.454
C -0.116 0.536 0.163
H 3.336 -2.331 3.188
C -1.659 3.651 -2.997
H 1.939 -3.329 2.553
C -0.611 -0.564 0.789
H 0.406 -2.583 4.301
H 1.687 -2.079 5.272
C 1.713 0.782 1.827
C -1.208 1.770 -5.244
H 1.332 1.359 4.520
H 2.307 2.849 0.501
N 1.445 -0.711 3.877
C 1.396 -2.126 4.211
H -0.985 4.378 -2.635
H 2.727 1.287 2.207
H 2.873 0.472 4.831
H 1.425 3.445 -1.856
H 1.451 0.160 5.884
H -2.008 3.915 -4.007
H -1.644 -0.910 0.437
N -1.740 2.109 -6.182
H -1.714 0.529 -1.353
C 0.990 2.697 -1.233
H -0.596 -1.727 2.544

These are the Mulliken partial charges, in e, on atoms 1 to 5: C -0.022; C -1.103; C 0.281; N -0.573; C 1.198


Number 1: strongest force on any atom 4.7 eV Å⁻¹. Number 2: strongest force on any atom 2.9 eV Å⁻¹. Number 3: strongest force on any atom 2.4 eV Å⁻¹. Number 4: strongest force on any atom 2.2 eV Å⁻¹. Number 5: strongest force on any atom 0.6 eV Å⁻¹. Number 6: strongest force on any atom 1.3 eV Å⁻¹. Number 7: strongest force on any atom 0.9 eV Å⁻¹. Number 8: strongest force on any atom 5.2 eV Å⁻¹.